The following is a DFT calculation (ωB97M-V with the def2-TZVPD basis set) of a structure of composition C11H17B2N7Pb in a non-equilibrium geometry.

Calculated values
**Frontier orbital gap (spin up / spin down)**: 6.4975 / 3.2088 eV
**Max |F|**: 0.066 hartree/bohr
**LUMO (spin up / spin down)**: -8.3 / -11.6 eV
**HOMO energy (spin up / spin down)**: -14.84 / -14.84 eV

ORCA input file:
```
! RIJCOSX wB97M-V def2-TZVPD def2/J DEFGRID3
* xyz 2 1
C 0.31 -0.32 3.31
N 0.15 -0.64 2.01
N -0.70 -1.74 1.97
C -1.03 -2.10 3.22
C -0.41 -1.23 4.11
B -1.13 -2.36 0.61
N -1.88 -1.26 -0.22
N -1.23 -0.07 -0.53
C -2.07 0.63 -1.33
C -3.27 -0.09 -1.52
C -3.09 -1.28 -0.80
Pb 1.24 0.36 0.04
N 0.16 -2.72 -0.21
N 1.12 -1.77 -0.55
C 2.05 -2.38 -1.34
C 1.69 -3.73 -1.48
C 0.50 -3.90 -0.76
H 2.90 -1.85 -1.76
H -0.12 -4.75 -0.60
H 2.21 -4.49 -2.01
H -1.82 -3.32 0.75
H -3.74 -2.13 -0.65
H -1.68 -2.95 3.38
H -4.12 0.20 -2.08
H -0.47 -1.24 5.18
H -1.77 1.58 -1.77
H 0.93 0.51 3.62
H 1.53 0.13 -3.17
C 1.22 1.09 -2.73
H 0.17 1.37 -2.91
H -0.96 4.88 -0.82
H 1.97 1.88 -2.67
B 2.34 5.80 0.47
C 1.01 5.27 -0.06
N 0.00 4.83 -0.48
H 2.40 7.00 0.20
H 3.24 5.17 -0.07
H 2.35 5.63 1.68
*
```

The following is a DFT calculation (ωB97M-V with the def2-TZVPD basis set) of a cluster of 2 separate species, C5H8O in total in a non-equilibrium geometry.

Calculated values
**Frontier orbital gap**: 10.2627 eV
**Structure (SMILES)**: C1CC1.C=C=O
**Max |F|**: 0.021 hartree/bohr
**Relative energy (zero: lowest compared OMol25 entry of this formula, charge and spin)**: 2.098 eV
**LUMO**: 1.0 eV
**HOMO energy**: -9.28 eV

ORCA input file:
```
! RIJCOSX wB97M-V def2-TZVPD def2/J DEFGRID3
* xyz 0 1
C -0.99 -0.46 -0.45
C -0.98 -1.91 -0.08
C 0.25 -1.09 0.11
H -1.55 0.22 0.19
H -1.00 -0.20 -1.50
H -1.54 -2.22 0.80
H -0.99 -2.64 -0.89
H 1.09 -1.26 -0.56
H 0.54 -0.84 1.13
C 1.33 2.13 -0.20
C 0.62 2.01 0.89
O -0.02 1.91 1.87
H 2.02 2.96 -0.31
H 1.22 1.39 -0.98
*
```

The following is a DFT calculation (ωB97M-V with the def2-TZVPD basis set) of a cluster of 2 separate species, C29H28N in total in a non-equilibrium geometry.

Calculated values
**Frontier orbital gap**: 5.8893 eV
**Max |F|**: 0.066 hartree/bohr
**Relative energy (zero: lowest compared OMol25 entry of this formula, charge and spin)**: 0.709 eV
**LUMO**: -4.7 eV
**HOMO energy**: -10.62 eV

ORCA input file:
```
! RIJCOSX wB97M-V def2-TZVPD def2/J DEFGRID3
* xyz 1 1
C 3.20 4.53 3.02
C 2.97 3.11 2.61
C 4.05 2.24 2.45
C 3.84 0.91 2.15
C 2.53 0.41 2.04
C 2.32 -1.05 1.72
C 1.18 -1.80 2.39
C 0.90 -3.08 1.89
C -0.03 -3.90 2.52
C -0.67 -3.47 3.68
C -1.51 -4.44 4.45
C -0.47 -2.16 4.13
C 0.46 -1.33 3.51
C 1.46 1.30 2.08
C 1.68 2.65 2.37
H 2.34 4.89 3.59
H 4.10 4.59 3.64
H 3.35 5.20 2.16
H 5.06 2.63 2.60
H 4.68 0.23 2.02
H 3.26 -1.58 1.97
H 1.44 -3.44 1.01
H -0.24 -4.90 2.14
H -2.27 -3.92 5.05
H -2.01 -5.14 3.77
H -0.91 -5.04 5.14
H -1.04 -1.81 4.99
H 0.65 -0.33 3.90
H 0.44 0.94 1.90
H 0.84 3.34 2.45
C 5.38 2.57 -1.60
C 4.01 2.63 -1.32
C 3.24 1.46 -1.30
C 3.86 0.20 -1.49
C 3.09 -1.03 -1.52
N 1.85 -1.12 -1.09
C 0.73 -1.67 -1.51
C 0.19 -1.52 -2.85
C -0.74 -2.45 -3.40
C -1.16 -2.34 -4.73
C -0.71 -1.27 -5.52
C 0.14 -0.31 -4.98
C 0.57 -0.42 -3.65
C 5.26 0.15 -1.71
C 6.00 1.32 -1.79
H 5.95 3.49 -1.74
H 3.53 3.59 -1.10
H 2.16 1.52 -1.16
H 3.64 -1.93 -1.83
H 2.18 -1.15 0.65
H 0.14 -2.27 -0.80
H -1.10 -3.27 -2.77
H -1.84 -3.09 -5.15
H -1.05 -1.19 -6.56
H 0.47 0.54 -5.58
H 1.22 0.34 -3.22
H 5.72 -0.83 -1.86
H 7.07 1.28 -2.00
*
```

The following is a DFT calculation (ωB97M-V with the def2-TZVPD basis set) of a cluster of 13 separate species, C18H62N2O13 in total in a non-equilibrium geometry.

Calculated values
**Frontier orbital gap**: 8.6374 eV
**Max |F|**: 0.121 hartree/bohr
**Relative energy (zero: lowest compared OMol25 entry of this formula, charge and spin)**: 1.332 eV
**LUMO**: -0.2 eV
**HOMO energy**: -8.85 eV

ORCA input file:
```
! RIJCOSX wB97M-V def2-TZVPD def2/J DEFGRID3
* xyz 0 1
C 2.73 -1.35 -5.03
C 1.56 -1.47 -3.97
O 1.85 -2.29 -2.87
H 2.33 -1.02 -5.95
H 3.39 -2.19 -5.18
H 3.53 -0.65 -4.62
H 0.65 -1.82 -4.51
H 1.43 -0.47 -3.70
H 1.18 -2.11 -2.22
C -3.12 0.74 2.72
C -2.97 2.16 2.13
O -1.71 2.25 1.58
H -4.16 0.66 3.14
H -2.46 0.58 3.54
H -3.00 0.12 1.90
H -2.97 2.86 2.98
H -3.66 2.36 1.33
H -1.30 3.10 1.67
C 0.09 -2.28 3.21
C 1.54 -2.66 3.14
O 1.73 -3.94 2.74
H 0.03 -1.43 3.86
H -0.49 -3.11 3.55
H -0.25 -1.99 2.15
H 1.99 -2.66 4.11
H 2.14 -2.08 2.45
H 1.27 -4.05 1.89
C 0.97 4.74 0.18
C 0.36 5.45 1.31
O -0.78 4.71 1.74
H 1.21 3.72 0.53
H 1.93 5.18 -0.19
H 0.33 4.80 -0.75
H -0.07 6.42 0.91
H 0.96 5.69 2.14
H -1.42 5.30 2.15
C 4.38 -1.02 -1.43
C 4.19 -1.06 0.03
O 3.96 0.24 0.48
H 3.65 -0.52 -2.02
H 4.48 -1.97 -1.80
H 5.28 -0.48 -1.87
H 5.04 -1.38 0.57
H 3.38 -1.70 0.15
H 4.63 0.41 1.16
C 0.30 -0.54 0.01
O 0.54 -1.61 -0.80
N 1.20 0.26 0.41
N -0.85 -0.13 0.50
H 2.18 0.03 0.10
H 1.07 0.99 1.09
H -1.58 -0.92 0.52
H -1.04 0.75 1.06
C -0.56 2.37 -1.79
O -1.20 1.09 -1.88
H -0.33 2.69 -2.82
H 0.40 2.24 -1.25
H -1.07 3.04 -1.06
H -1.14 0.71 -1.00
C -3.47 -2.46 1.59
O -3.05 -2.27 0.22
H -3.95 -3.44 1.64
H -4.14 -1.69 2.00
H -2.65 -2.48 2.29
H -3.88 -2.41 -0.29
C -5.06 0.16 -0.72
O -4.77 -0.18 -2.06
H -4.13 0.42 -0.23
H -5.37 -0.84 -0.24
H -5.80 1.01 -0.62
H -4.34 0.55 -2.46
C -0.86 -4.96 0.26
O 0.33 -4.18 0.28
H -1.00 -5.38 1.24
H -0.96 -5.81 -0.38
H -1.68 -4.33 0.17
H 0.22 -3.35 -0.25
C 0.87 1.29 3.83
O 1.06 2.01 2.64
H -0.11 0.87 3.68
H 0.75 1.94 4.70
H 1.47 0.39 4.01
H 1.23 2.93 2.88
C 3.34 2.59 -1.92
O 4.07 3.40 -2.75
H 2.62 3.23 -1.40
H 3.91 1.97 -1.26
H 2.82 1.83 -2.51
H 4.12 4.28 -2.40
C -2.06 -2.03 -2.70
O -3.02 -1.79 -3.65
H -2.26 -1.24 -1.89
H -1.08 -1.88 -3.27
H -2.18 -3.05 -2.30
H -2.71 -1.89 -4.56
*
```

The following is a DFT calculation (ωB97M-V with the def2-TZVPD basis set) of a structure of composition C41H44Cl2GaN4O11.

Calculated values
**Frontier orbital gap**: 5.0816 eV
**Max |F|**: 0.010 hartree/bohr
**LUMO**: -0.2 eV
**HOMO energy**: -5.31 eV

ORCA input file:
```
! RIJCOSX wB97M-V def2-TZVPD def2/J DEFGRID3
* xyz -1 1
C 0.66 -2.68 0.56
C 0.62 -1.30 1.18
Cl -0.01 -1.31 2.83
C 1.01 -0.18 0.57
Cl 0.90 1.32 1.48
Ga 1.67 0.10 -1.35
C 0.23 1.19 -2.31
C -1.12 1.26 -1.57
C -2.17 0.28 -2.10
C -1.69 -1.16 -1.96
N -2.74 -2.15 -2.31
C -2.80 -3.19 -1.34
N -2.28 -4.32 -1.57
N -3.46 -2.89 -0.11
C 1.97 -1.62 -2.41
C 3.31 -2.36 -2.39
O 3.14 -3.52 -1.54
C 4.54 -1.57 -1.94
N 4.62 -1.27 -0.52
H -0.14 -2.82 -0.17
H 1.62 -2.85 0.07
H 0.54 -3.44 1.34
H 3.00 1.00 -1.24
H 0.60 2.20 -2.46
H 0.07 0.74 -3.30
H -1.01 1.04 -0.50
H -1.54 2.27 -1.62
H -3.10 0.40 -1.53
H -2.38 0.49 -3.15
H -1.35 -1.31 -0.93
H -0.83 -1.33 -2.62
H -3.62 -1.65 -2.32
H -2.42 -4.92 -0.77
H -2.81 -2.91 0.67
H -3.88 -1.97 -0.13
H 1.20 -2.36 -2.20
H 1.79 -1.30 -3.45
H 3.53 -2.73 -3.40
H 4.02 -3.93 -1.41
H 4.56 -0.62 -2.49
H 5.43 -2.14 -2.25
H 4.26 -2.04 0.03
H 4.09 -0.44 -0.31
C 1.39 -1.47 6.69
C 0.43 -2.29 6.26
C -0.12 -3.36 7.12
O -1.00 -4.10 6.74
C 0.44 -3.49 8.50
C 1.39 -2.67 8.93
C 1.94 -1.60 8.06
O 2.81 -0.86 8.47
H 1.80 -0.69 6.07
H 0.02 -2.20 5.26
H 0.02 -4.28 9.11
H 1.82 -2.74 9.92
C -3.52 5.31 -5.13
C -2.31 4.78 -4.96
C -1.71 4.63 -3.61
O -0.62 4.15 -3.46
C -2.52 5.08 -2.45
C -3.73 5.61 -2.61
C -4.33 5.76 -3.96
O -5.43 6.24 -4.11
H -3.98 5.43 -6.10
H -1.71 4.44 -5.79
H -2.07 4.95 -1.48
H -4.34 5.95 -1.79
C 5.75 0.73 8.59
C 6.02 1.66 7.68
C 7.38 2.26 7.56
O 7.63 3.12 6.74
C 8.42 1.77 8.50
C 8.16 0.84 9.41
C 6.80 0.25 9.53
O 6.57 -0.60 10.36
H 4.77 0.28 8.69
H 5.28 2.03 6.98
H 9.40 2.22 8.39
H 8.90 0.47 10.10
C -10.20 7.98 -2.15
C -11.15 7.06 -2.31
C -10.91 5.83 -3.10
O -11.78 5.00 -3.24
C -9.57 5.66 -3.71
C -8.61 6.57 -3.56
C -8.86 7.81 -2.77
O -8.00 8.65 -2.63
H -10.35 8.88 -1.58
H -12.14 7.16 -1.87
H -9.42 4.75 -4.28
H -7.62 6.46 -3.99
C 2.01 -6.18 -4.82
C 2.86 -5.71 -3.91
C 4.32 -5.62 -4.19
O 5.10 -5.20 -3.36
C 4.79 -6.06 -5.53
C 3.94 -6.53 -6.44
C 2.48 -6.63 -6.15
O 1.72 -7.06 -6.99
H 0.95 -6.25 -4.64
H 2.55 -5.36 -2.93
H 5.85 -5.98 -5.71
H 4.25 -6.86 -7.42
*
```

The following is a DFT calculation (ωB97M-V with the def2-TZVPD basis set) of a structure of composition C16H20F5MoN8O4S in a non-equilibrium geometry.

Calculated values
**Frontier orbital gap (spin up / spin down)**: 7.1686 / 6.1237 eV
**Max |F|**: 0.038 hartree/bohr
**Relative energy (zero: lowest compared OMol25 entry of this formula, charge and spin)**: 0.818 eV
**LUMO (spin up / spin down)**: -3.6 / -5.0 eV
**HOMO energy (spin up / spin down)**: -10.80 / -11.09 eV

ORCA input file:
```
! RIJCOSX wB97M-V def2-TZVPD def2/J DEFGRID3
* xyz 1 3
Mo -0.89 1.49 -0.30
N -2.65 2.08 1.24
N -3.65 1.13 0.99
C -3.54 0.27 -0.10
O -4.43 -0.47 -0.41
O -2.35 0.38 -0.68
H -2.38 2.03 2.22
H -2.99 3.02 1.03
H -4.55 1.24 1.42
F 1.17 -3.73 -5.33
C 1.02 -2.63 -4.60
C 0.30 -2.67 -3.42
F -0.24 -3.81 -3.00
C 0.18 -1.53 -2.65
F -0.47 -1.63 -1.49
C 0.76 -0.32 -3.01
S 0.79 1.15 -2.05
C 1.48 -0.31 -4.21
F 2.07 0.81 -4.61
C 1.61 -1.44 -4.99
F 2.32 -1.39 -6.12
C 2.21 4.43 0.97
C 1.03 3.68 0.48
N 0.82 2.40 0.63
O 1.78 1.64 1.27
C -0.03 4.31 -0.29
C -0.13 5.74 -0.69
N -0.84 3.37 -0.63
O -1.92 3.22 -1.29
H 2.82 4.75 0.12
H 2.84 3.86 1.65
H 1.89 5.33 1.49
H 2.64 2.05 1.12
H 0.13 6.40 0.14
H -1.14 5.96 -1.03
H 0.56 5.95 -1.52
C -1.01 -4.07 2.89
C 0.44 -4.11 2.40
C 0.51 -4.45 0.91
C 1.18 -2.79 2.70
N 0.50 -1.63 2.15
C 0.63 -1.06 0.96
N -0.26 -0.09 0.90
N -0.92 -0.08 2.07
N -0.47 -1.00 2.83
H -1.44 -5.07 2.88
H -1.63 -3.44 2.24
H -1.07 -3.68 3.91
H 0.98 -4.87 2.96
H -0.03 -3.72 0.30
H 0.06 -5.42 0.73
H 1.55 -4.50 0.57
H 2.18 -2.82 2.27
H 1.24 -2.64 3.77
H 1.33 -1.33 0.19
*
```

The following is a DFT calculation (ωB97M-V with the def2-TZVPD basis set) of a structure of composition C21H18N4O3S4SbTc.

Calculated values
**Frontier orbital gap (spin up / spin down)**: 6.7578 / 6.8228 eV
**Max |F|**: 0.012 hartree/bohr
**Relative energy (zero: lowest compared OMol25 entry of this formula, charge and spin)**: 0.186 eV
**LUMO (spin up / spin down)**: -1.2 / -1.2 eV
**HOMO energy (spin up / spin down)**: -7.99 / -8.06 eV

ORCA input file:
```
! RIJCOSX wB97M-V def2-TZVPD def2/J DEFGRID3
* xyz 0 1
Tc -1.28 0.66 -0.97
N -5.19 -0.71 -2.04
C -4.09 -0.04 -1.64
S -2.71 -1.06 -1.17
N -4.14 1.26 -1.60
N -2.94 1.79 -1.20
C -2.87 3.05 -0.96
C -1.56 3.56 -0.59
C -1.33 4.90 -0.26
C -0.05 5.29 0.07
C 0.97 4.35 0.08
C 0.67 3.04 -0.26
N -0.56 2.65 -0.59
H -5.09 -1.68 -2.31
H -5.94 -0.18 -2.45
H -3.74 3.69 -1.04
H -2.15 5.60 -0.27
H 0.15 6.32 0.34
H 1.98 4.62 0.34
H 1.43 2.27 -0.27
O 0.57 -0.35 -0.57
C 0.79 -0.77 0.78
C -0.17 0.11 1.66
O 0.04 0.20 2.85
O -1.18 0.63 1.04
C 0.34 -2.23 0.95
C -0.05 -2.99 -0.14
C -0.45 -4.32 0.03
C -0.46 -4.89 1.29
C -0.09 -4.12 2.39
C 0.31 -2.81 2.22
C 2.27 -0.56 1.10
C 2.76 -0.62 2.41
C 4.11 -0.46 2.66
C 5.00 -0.24 1.62
C 4.53 -0.17 0.32
C 3.17 -0.33 0.07
H 0.84 -1.01 -1.23
H -0.10 -2.59 -1.14
H -0.75 -4.89 -0.84
H -0.77 -5.92 1.42
H -0.11 -4.55 3.38
H 0.55 -2.21 3.09
H 2.08 -0.75 3.23
H 4.46 -0.50 3.68
H 6.06 -0.11 1.82
H 5.20 0.00 -0.50
H 2.83 -0.27 -0.96
S -2.39 -2.43 -4.11
Sb -1.25 -0.76 -4.98
S 0.83 -0.49 -3.64
S -0.53 1.05 -3.14
*
```

The following is a DFT calculation (ωB97M-V with the def2-TZVPD basis set) of a structure of composition C26H27Cl2N6SSbV in a non-equilibrium geometry.

Calculated values
**Frontier orbital gap (spin up / spin down)**: 6.0501 / 6.0244 eV
**Max |F|**: 0.053 hartree/bohr
**Relative energy (zero: lowest compared OMol25 entry of this formula, charge and spin)**: 1.438 eV
**LUMO (spin up / spin down)**: -3.4 / -3.4 eV
**HOMO energy (spin up / spin down)**: -9.41 / -9.41 eV

ORCA input file:
```
! RIJCOSX wB97M-V def2-TZVPD def2/J DEFGRID3
* xyz 1 3
V 10.29 12.31 9.12
C 13.12 12.13 6.98
C 13.35 12.23 8.42
C 14.69 12.00 8.85
C 15.07 12.18 10.13
C 14.10 12.59 11.07
C 12.80 12.70 10.64
N 12.39 12.58 9.31
Sb 10.18 14.88 11.33
C 8.33 14.10 10.70
C 7.26 14.87 11.05
C 6.01 14.58 10.61
C 5.96 13.47 9.81
C 7.05 12.71 9.45
C 6.99 11.37 8.78
N 8.27 13.06 9.85
C 10.54 15.70 9.33
C 10.84 17.04 9.11
C 10.57 17.60 7.86
C 10.18 16.80 6.85
C 10.00 15.41 7.10
C 9.81 14.41 6.01
N 10.21 14.88 8.31
H 13.99 12.58 6.46
H 13.11 11.12 6.59
H 12.25 12.68 6.69
H 15.44 11.70 8.08
H 16.06 12.06 10.51
H 14.36 12.82 12.11
H 7.41 15.64 11.80
H 5.12 15.12 10.91
H 4.94 13.13 9.60
H 8.02 11.00 8.74
H 6.54 10.72 9.48
H 6.51 11.39 7.81
H 11.22 17.66 9.88
H 10.68 18.69 7.66
H 10.05 17.18 5.83
H 9.01 14.70 5.35
H 10.76 14.48 5.43
H 9.58 13.44 6.43
Cl 9.70 9.35 6.17
C 10.22 8.49 7.54
C 10.63 7.17 7.39
C 11.13 6.49 8.51
C 11.16 7.12 9.75
C 10.74 8.45 9.82
Cl 10.97 9.23 11.34
C 10.33 9.28 8.74
N 10.17 10.65 8.78
H 10.62 6.70 6.42
H 11.59 5.51 8.35
H 11.53 6.61 10.61
C 10.06 12.26 17.70
N 11.49 12.26 17.32
C 12.36 11.29 17.59
N 11.79 10.12 17.80
S 11.54 12.83 11.82
H 9.68 13.28 17.64
H 9.94 11.98 18.73
H 9.39 11.65 17.03
H 11.92 13.15 17.09
H 10.76 10.01 17.85
H 12.34 9.34 17.97
*
```

no.,DFT total energy (Ha)
1,-1054.497917
2,-270.480805
3,-1176.350967
4,-1810.359881
5,-5480.404026
6,-2326.095489
7,-3169.703683
8,-3838.052486